[1]
Here is a 5-piece molecular cluster, C52H76BFN2OP overall at a distorted geometry from the Open Molecules 2025 dataset. Energies are from wB97M-V/def2-TZVPD.

Properties
Gap between HOMO and LUMO = 8.03 eV
HOMO = -0.385 Ha
LUMO = -2.46 eV
Multiplicity = 1
Total charge = +1
E = -72852.054 eV

Last column: Löwdin charge in e.
Positions of all 134 atoms, in Å:
C 6.048 1.945 3.870  -0.13
C 6.544 3.429 3.487  -0.25
C 7.804 3.478 2.490  -0.20
C 7.590 2.669 1.107  -0.22
C 6.983 3.561 -0.082  -0.21
C 5.560 4.230 0.246  -0.22
C 4.369 3.163 0.473  -0.18
C 3.197 3.961 1.285  -0.19
C 1.827 3.929 0.431  -0.17
C 0.810 2.798 1.032  -0.08
C -0.692 3.322 0.618  -0.30
F -0.457 3.750 -0.724  0.03
C -1.015 4.417 1.778  -0.07
B -1.673 5.854 1.395  -0.44
O -1.558 6.327 0.007  0.07
N -2.354 6.832 2.291  -0.15
C -3.805 6.593 2.481  -0.11
C -1.601 7.200 3.508  -0.13
C -1.835 3.382 2.771  -0.32
P -2.551 3.993 4.398  0.96
C -3.871 2.872 5.149  -0.31
C -1.092 3.816 5.649  -0.39
C 0.014 4.966 5.514  -0.17
C -2.729 2.682 1.624  -0.20
C -3.984 1.762 1.984  -0.18
C -5.388 2.597 1.896  -0.08
N -1.587 2.094 0.796  -0.03
C -1.895 1.239 -0.388  -0.08
C -1.701 -0.344 -0.090  -0.14
C -2.056 -1.030 1.253  -0.03
C -1.891 -2.582 1.475  -0.06
C -1.342 -3.526 0.377  -0.05
C -0.929 -2.836 -0.982  -0.03
C -1.116 -1.291 -1.209  -0.01
H 6.872 1.420 4.463  0.08
H 5.800 1.291 2.967  0.05
H 5.073 2.071 4.467  0.07
H 6.838 4.045 4.422  0.11
H 5.623 3.972 3.045  0.08
H 8.063 4.560 2.223  0.11
H 8.743 3.053 3.021  0.12
H 6.986 1.704 1.231  0.09
H 8.651 2.345 0.770  0.10
H 6.920 2.954 -1.055  0.11
H 7.721 4.429 -0.271  0.12
H 5.260 4.864 -0.663  0.12
H 5.694 4.955 1.125  0.10
H 4.001 2.818 -0.558  0.11
H 4.687 2.221 1.040  0.09
H 3.522 5.058 1.403  0.11
H 3.029 3.543 2.335  0.10
H 2.073 3.764 -0.669  0.12
H 1.372 4.991 0.507  0.12
H 1.006 1.858 0.405  0.14
H 0.934 2.660 2.157  0.12
H -0.036 4.671 2.315  0.13
H -2.458 6.409 -0.383  0.11
H -4.072 6.835 3.582  0.10
H -4.435 7.311 1.846  0.10
H -4.128 5.488 2.336  0.06
H -0.512 6.859 3.407  0.08
H -1.579 8.357 3.601  0.11
H -2.074 6.835 4.498  0.06
H -0.997 2.655 3.128  0.11
H -3.834 3.065 6.293  0.06
H -3.624 1.743 5.049  0.05
H -4.949 3.117 4.846  0.04
H -1.529 3.727 6.701  0.08
H -0.607 2.789 5.400  0.08
H 0.951 4.736 6.135  0.09
H -0.452 5.926 5.960  0.09
H 0.352 5.094 4.433  0.05
H -3.187 3.388 0.823  0.17
H -4.112 0.932 1.182  0.11
H -3.892 1.181 2.974  0.10
H -6.155 1.924 1.347  0.09
H -5.845 2.808 2.918  0.06
H -5.289 3.537 1.234  0.08
H -0.931 1.481 1.335  0.15
H -2.987 1.408 -0.722  0.15
H -1.252 1.438 -1.317  0.15
H -2.452 -0.450 2.148  0.07
H -2.206 -3.031 2.489  0.10
H -1.253 -4.647 0.562  0.10
H -0.487 -3.506 -1.799  0.10
H -0.786 -0.878 -2.229  0.10
C -5.426 -7.163 -0.459  -0.10
C -4.853 -5.953 -0.839  -0.10
C -4.620 -4.963 0.111  -0.11
C -4.952 -5.187 1.444  -0.10
C -5.521 -6.399 1.825  -0.09
C -5.762 -7.385 0.873  -0.09
H -5.610 -7.933 -1.201  0.10
H -4.588 -5.781 -1.878  0.09
H -4.179 -4.018 -0.187  0.09
H -4.766 -4.417 2.186  0.09
H -5.778 -6.574 2.865  0.10
H -6.211 -8.327 1.169  0.10
C 11.283 -0.814 0.113  -0.10
C 12.451 -0.856 -0.641  -0.09
C 12.464 -0.347 -1.936  -0.09
C 11.309 0.213 -2.474  -0.10
C 10.141 0.259 -1.719  -0.10
C 10.126 -0.259 -0.427  -0.11
H 11.272 -1.214 1.122  0.10
H 13.354 -1.287 -0.219  0.10
H 13.373 -0.386 -2.526  0.10
H 11.319 0.614 -3.482  0.10
H 9.241 0.697 -2.138  0.10
H 9.214 -0.228 0.160  0.09
C -7.016 -5.982 -3.755  -0.10
C -6.043 -6.565 -4.561  -0.10
C -6.104 -6.418 -5.944  -0.09
C -7.133 -5.679 -6.520  -0.09
C -8.104 -5.093 -5.713  -0.09
C -8.049 -5.248 -4.332  -0.09
H -6.971 -6.100 -2.678  0.08
H -5.236 -7.136 -4.112  0.09
H -5.349 -6.878 -6.573  0.09
H -7.178 -5.560 -7.597  0.10
H -8.906 -4.516 -6.163  0.10
H -8.809 -4.796 -3.704  0.10
C -3.554 -9.039 -8.071  -0.10
C -2.761 -8.787 -6.954  -0.10
C -1.378 -8.699 -7.088  -0.10
C -0.789 -8.852 -8.339  -0.10
C -1.582 -9.100 -9.456  -0.09
C -2.964 -9.198 -9.321  -0.09
H -4.631 -9.111 -7.966  0.10
H -3.221 -8.661 -5.979  0.09
H -0.760 -8.510 -6.217  0.10
H 0.288 -8.778 -8.444  0.10
H -1.123 -9.218 -10.432  0.10
H -3.581 -9.396 -10.191  0.10

[2]
Here is a 8-piece molecular cluster, C52H82N8O3 overall at a distorted geometry from the Open Molecules 2025 dataset. Energies are from wB97M-V/def2-TZVPD.

Properties
Gap between HOMO and LUMO = 8.52 eV
HOMO = -0.294 Ha
LUMO = 0.52 eV
Multiplicity = 1
E = -73314.279 eV

Last column: Löwdin charge in e.
Positions of all 145 atoms, in Å:
N -4.617 1.391 20.291  0.05
C -5.342 1.869 21.290  -0.16
C -6.193 1.091 22.065  -0.06
C -6.246 -0.258 21.736  -0.08
C -5.463 -0.772 20.710  -0.08
C -4.682 0.106 19.977  -0.14
H -5.230 2.939 21.438  0.10
H -6.792 1.518 22.854  0.10
H -6.893 -0.912 22.309  0.10
H -5.513 -1.841 20.538  0.07
H -4.076 -0.253 19.146  0.11
N -5.857 -1.429 26.252  0.06
C -5.983 -2.460 27.059  -0.17
C -6.946 -2.526 28.089  -0.05
C -7.809 -1.429 28.230  -0.08
C -7.658 -0.349 27.398  -0.07
C -6.652 -0.385 26.447  -0.15
H -5.294 -3.288 26.901  0.09
H -7.001 -3.397 28.729  0.09
H -8.570 -1.502 28.996  0.11
H -8.347 0.481 27.495  0.11
H -6.508 0.455 25.770  0.10
N -6.053 -8.233 26.661  0.06
C -6.662 -8.288 27.834  -0.15
C -7.512 -7.287 28.320  -0.07
C -7.649 -6.155 27.550  -0.08
C -6.905 -6.041 26.367  -0.08
C -6.199 -7.142 25.922  -0.17
H -6.448 -9.182 28.412  0.10
H -7.995 -7.416 29.279  0.10
H -8.267 -5.326 27.867  0.10
H -6.942 -5.096 25.828  0.09
H -5.694 -7.084 24.964  0.09
N -0.979 -2.888 27.077  0.06
C -2.103 -3.561 26.850  -0.15
C -2.328 -4.331 25.719  -0.07
C -1.297 -4.431 24.785  -0.08
C -0.112 -3.752 25.028  -0.07
C -0.009 -2.990 26.191  -0.16
H -2.888 -3.499 27.593  0.09
H -3.269 -4.834 25.523  0.09
H -1.458 -5.009 23.883  0.09
H 0.691 -3.788 24.302  0.10
H 0.901 -2.438 26.406  0.10
N -5.492 -4.828 23.051  0.06
C -4.747 -5.215 22.041  -0.14
C -3.709 -4.429 21.477  -0.04
C -3.432 -3.234 22.093  -0.10
C -4.138 -2.850 23.197  -0.07
C -5.223 -3.652 23.621  -0.13
H -4.976 -6.186 21.613  0.09
H -3.174 -4.835 20.628  0.09
H -2.645 -2.593 21.727  0.11
H -3.958 -1.934 23.748  0.11
H -5.844 -3.315 24.441  0.07
C -8.319 -3.755 20.896  -0.02
C -8.082 -4.162 19.413  -0.46
C -6.709 -3.565 18.984  -0.15
C -6.194 -4.093 17.664  -0.17
C -6.084 -5.599 17.718  -0.14
C -7.420 -6.279 18.055  -0.50
N -7.893 -5.622 19.302  -0.09
O -8.998 -6.320 19.855  -0.05
C -8.384 -6.300 16.843  -0.02
C -7.118 -7.743 18.431  -0.04
C -9.296 -3.637 18.563  -0.01
H -9.232 -4.204 21.298  0.08
H -8.336 -2.666 20.944  0.07
H -7.503 -4.079 21.555  0.06
H -6.841 -2.471 19.006  0.11
H -6.024 -3.776 19.818  0.09
H -5.235 -3.619 17.430  0.11
H -6.868 -3.787 16.859  0.11
H -5.363 -5.897 18.491  0.11
H -5.742 -6.040 16.770  0.12
H -9.356 -6.711 17.125  0.09
H -8.522 -5.307 16.409  0.06
H -7.943 -6.933 16.062  0.08
H -8.049 -8.284 18.572  0.08
H -6.534 -8.189 17.614  0.09
H -6.537 -7.752 19.357  0.06
H -10.126 -4.330 18.672  0.08
H -9.058 -3.529 17.505  0.06
H -9.621 -2.662 18.919  0.07
H -8.589 -6.722 20.627  0.03
C -1.368 -9.199 21.166  -0.03
C -0.484 -8.159 20.413  -0.47
C 0.803 -8.906 19.908  -0.14
C 1.570 -8.131 18.850  -0.18
C 0.639 -7.750 17.705  -0.14
C -0.596 -6.944 18.106  -0.52
N -1.260 -7.658 19.222  -0.07
O -2.452 -6.948 19.599  -0.04
C -0.210 -5.487 18.472  -0.02
C -1.556 -6.891 16.905  -0.04
C 0.004 -7.097 21.437  -0.03
H -1.782 -9.876 20.420  0.08
H -2.127 -8.696 21.772  0.07
H -0.730 -9.754 21.865  0.09
H 1.419 -9.049 20.800  0.11
H 0.487 -9.902 19.554  0.12
H 2.387 -8.741 18.462  0.11
H 2.027 -7.245 19.311  0.11
H 0.268 -8.653 17.199  0.12
H 1.216 -7.172 16.981  0.12
H -0.003 -4.916 17.557  0.09
H -1.062 -4.962 18.904  0.07
H 0.637 -5.502 19.153  0.06
H -2.424 -6.266 17.107  0.07
H -1.081 -6.417 16.043  0.09
H -1.870 -7.898 16.621  0.09
H -0.850 -6.583 21.885  0.07
H 0.616 -6.313 20.992  0.06
H 0.612 -7.634 22.163  0.08
H -3.150 -7.562 19.379  0.09
C -5.187 -9.145 22.431  -0.03
C -6.705 -9.484 22.558  -0.48
C -6.894 -10.432 23.788  -0.12
C -8.358 -10.562 24.254  -0.17
C -9.016 -9.190 24.447  -0.12
C -8.919 -8.248 23.205  -0.46
N -7.478 -8.245 22.802  -0.06
O -7.244 -7.219 21.831  -0.06
C -9.864 -8.754 22.094  -0.01
C -9.263 -6.783 23.612  -0.01
C -7.105 -10.235 21.273  -0.02
H -4.626 -10.083 22.357  0.09
H -4.795 -8.652 23.322  0.07
H -5.017 -8.482 21.579  0.06
H -6.551 -11.411 23.445  0.12
H -6.263 -10.068 24.603  0.10
H -8.359 -11.111 25.204  0.11
H -8.915 -11.171 23.535  0.10
H -8.525 -8.689 25.287  0.10
H -10.080 -9.286 24.703  0.12
H -10.898 -8.457 22.284  0.09
H -9.621 -8.335 21.114  0.07
H -9.822 -9.842 22.069  0.06
H -10.196 -6.780 24.180  0.09
H -8.461 -6.347 24.213  0.06
H -9.457 -6.136 22.753  0.07
H -7.195 -9.540 20.439  0.06
H -8.040 -10.767 21.423  0.07
H -6.334 -10.945 20.943  0.09
H -6.950 -6.478 22.369  0.05

[3]
Here is a 13-piece molecular cluster, C52H92O19 overall at a distorted geometry from the Open Molecules 2025 dataset. Energies are from wB97M-V/def2-TZVPD.

Properties
Gap between HOMO and LUMO = 9.42 eV
HOMO = -0.348 Ha
LUMO = -0.05 eV
Multiplicity = 1
E = -94308.692 eV

Last column: Löwdin charge in e.
Positions of all 163 atoms, in Å:
C 8.133 -29.353 -25.776  -0.20
C 8.566 -30.584 -26.613  -0.12
C 7.453 -30.596 -27.770  -0.17
O 7.390 -29.181 -28.011  -0.17
C 7.717 -28.393 -26.810  -0.21
H 8.740 -28.824 -25.041  0.11
H 7.245 -29.610 -25.200  0.11
H 8.542 -31.536 -26.083  0.10
H 9.581 -30.400 -26.967  0.11
H 6.479 -31.026 -27.537  0.10
H 7.599 -31.106 -28.723  0.11
H 6.751 -27.959 -26.552  0.11
H 8.408 -27.567 -26.975  0.12
C 13.261 -17.146 -34.133  -0.20
C 14.587 -17.778 -33.867  -0.17
C 14.249 -19.218 -34.270  -0.21
O 13.467 -19.093 -35.428  -0.10
C 12.840 -17.866 -35.367  -0.25
H 13.235 -16.059 -34.217  0.12
H 12.560 -17.322 -33.317  0.12
H 14.660 -17.652 -32.787  0.11
H 15.499 -17.322 -34.252  0.12
H 13.741 -19.763 -33.475  0.12
H 15.177 -19.783 -34.354  0.12
H 11.808 -18.178 -35.205  0.12
H 12.817 -17.240 -36.260  0.12
C 7.640 -20.396 -30.743  -0.16
C 8.372 -19.764 -29.548  -0.18
C 7.280 -19.819 -28.411  -0.12
O 6.187 -20.660 -29.001  -0.16
C 6.572 -21.366 -30.150  -0.21
H 8.376 -20.863 -31.398  0.10
H 7.179 -19.494 -31.143  0.11
H 8.832 -18.782 -29.661  0.10
H 9.197 -20.402 -29.231  0.09
H 6.957 -18.808 -28.163  0.11
H 7.817 -20.319 -27.605  0.10
H 5.716 -21.594 -30.785  0.11
H 6.963 -22.355 -29.912  0.11
C 22.358 -16.586 -35.475  -0.18
C 22.222 -18.040 -35.273  -0.21
C 21.304 -18.174 -34.083  -0.24
O 21.264 -16.916 -33.515  -0.12
C 22.369 -16.179 -34.023  -0.21
H 21.546 -16.112 -36.026  0.13
H 23.332 -16.348 -35.902  0.12
H 23.140 -18.628 -35.245  0.12
H 21.726 -18.456 -36.150  0.11
H 21.741 -18.863 -33.361  0.11
H 20.386 -18.641 -34.440  0.12
H 23.309 -16.474 -33.557  0.12
H 22.299 -15.097 -33.911  0.12
C 15.105 -19.262 -19.133  -0.13
C 16.565 -19.015 -19.537  -0.19
C 17.364 -18.385 -18.387  -0.18
O 16.420 -18.408 -17.292  -0.15
C 15.106 -18.414 -17.825  -0.22
H 14.951 -20.323 -18.935  0.10
H 14.413 -18.960 -19.919  0.11
H 16.804 -18.538 -20.488  0.11
H 17.035 -19.997 -19.588  0.10
H 17.620 -17.365 -18.675  0.11
H 18.248 -18.949 -18.088  0.12
H 14.706 -17.400 -17.798  0.11
H 14.418 -18.883 -17.122  0.11
C 16.463 -11.668 -27.004  -0.14
C 17.421 -12.278 -28.050  -0.17
C 17.640 -13.650 -27.464  -0.23
O 16.682 -13.979 -26.466  -0.14
C 15.722 -12.924 -26.380  -0.18
H 15.843 -10.829 -27.319  0.10
H 17.164 -11.257 -26.277  0.10
H 18.392 -11.816 -28.230  0.11
H 16.923 -12.363 -29.016  0.10
H 18.615 -13.670 -26.977  0.11
H 17.542 -14.514 -28.122  0.12
H 15.511 -12.811 -25.316  0.11
H 14.734 -12.993 -26.834  0.11
C 24.120 -27.050 -27.366  -0.16
C 24.438 -27.865 -28.590  -0.19
C 23.147 -28.549 -28.786  -0.24
O 22.578 -28.777 -27.480  -0.11
C 22.754 -27.547 -26.860  -0.23
H 24.055 -26.038 -27.767  0.10
H 24.978 -26.966 -26.699  0.11
H 25.206 -28.622 -28.428  0.12
H 24.632 -27.287 -29.493  0.12
H 23.366 -29.392 -29.440  0.12
H 22.405 -28.111 -29.454  0.12
H 22.698 -27.706 -25.783  0.12
H 21.912 -26.865 -26.974  0.11
O 23.264 -23.447 -21.461  0.13
C 23.737 -23.076 -20.450  -0.60
O 23.076 -22.391 -19.611  0.08
C 23.798 -22.261 -18.361  -0.13
C 25.215 -22.438 -18.742  -0.17
C 25.197 -23.259 -20.053  -0.05
H 23.425 -22.903 -17.563  0.13
H 23.646 -21.239 -18.014  0.13
H 25.780 -23.008 -18.005  0.11
H 25.805 -21.544 -18.941  0.12
H 25.430 -24.312 -19.893  0.12
H 25.799 -22.828 -20.852  0.13
O 14.068 -32.265 -22.688  0.04
C 14.627 -31.262 -23.230  -0.50
O 15.314 -31.233 -24.315  0.04
C 15.884 -29.905 -24.622  -0.08
C 14.855 -28.977 -23.891  -0.14
C 14.496 -29.851 -22.721  -0.11
H 15.878 -29.800 -25.707  0.12
H 16.915 -29.895 -24.271  0.12
H 13.997 -28.898 -24.558  0.12
H 15.251 -28.000 -23.617  0.12
H 13.526 -29.546 -22.327  0.13
H 15.262 -29.882 -21.946  0.14
O 7.385 -20.329 -18.870  0.08
C 7.715 -21.328 -19.537  -0.49
O 8.694 -22.136 -19.258  0.07
C 9.053 -22.935 -20.335  -0.20
C 8.328 -22.495 -21.546  -0.15
C 7.184 -21.634 -20.897  -0.05
H 8.738 -23.967 -20.184  0.13
H 10.131 -22.949 -20.490  0.13
H 7.823 -23.282 -22.107  0.11
H 9.036 -22.176 -22.311  0.12
H 6.233 -22.162 -20.827  0.13
H 7.115 -20.737 -21.513  0.13
O 26.672 -20.113 -26.098  0.12
C 25.741 -19.991 -26.836  -0.50
O 25.899 -20.273 -28.117  0.04
C 24.659 -20.094 -28.810  -0.15
C 23.594 -19.943 -27.771  -0.20
C 24.337 -19.395 -26.637  -0.09
H 24.584 -21.068 -29.294  0.13
H 24.659 -19.171 -29.390  0.13
H 23.203 -20.909 -27.453  0.13
H 22.784 -19.275 -28.065  0.12
H 23.903 -19.716 -25.689  0.13
H 24.408 -18.308 -26.663  0.13
O 13.638 -27.629 -32.726  0.15
C 12.536 -27.705 -33.094  -0.40
O 11.915 -26.642 -33.883  -0.01
C 10.574 -27.032 -34.081  -0.18
C 10.455 -28.595 -33.839  -0.17
C 11.633 -28.968 -33.042  -0.10
H 10.360 -26.910 -35.142  0.12
H 9.844 -26.521 -33.453  0.12
H 10.434 -29.184 -34.756  0.11
H 9.497 -28.775 -33.350  0.11
H 12.245 -29.789 -33.414  0.13
H 11.496 -29.224 -31.992  0.13
O 14.095 -23.593 -26.743  0.09
C 15.195 -23.180 -27.088  -0.51
O 15.904 -22.426 -26.288  0.04
C 17.029 -21.836 -26.907  -0.15
C 16.711 -21.991 -28.360  -0.16
C 15.714 -23.114 -28.479  -0.07
H 17.826 -22.497 -26.565  0.13
H 17.192 -20.821 -26.547  0.13
H 17.571 -22.065 -29.025  0.12
H 16.209 -21.072 -28.664  0.12
H 16.164 -24.048 -28.816  0.13
H 14.814 -22.892 -29.052  0.13

Question: LUMO of number 2 (C52H82N8O3)?
Answer: 0.52 eV

Question: What is the formula in the third record?
Answer: C52H92O19